Entry 1:
The following is a DFT calculation (ωB97M-V/def2-TZVPD) of an isolated molecule of C24H28N4O2.

The HOMO energy is -8.178 eV. Its structure (SMILES) is CCN(CC)CCNC(=O)c1ccc(NC(=O)Nc2cccc3ccccc23)cc1. The relative energy (zero: lowest compared OMol25 entry of this formula, charge and spin) comes out at 86.0 kJ/mol.

```
! RIJCOSX wB97M-V def2-TZVPD def2/J DEFGRID3
* xyz 0 1
C 2.11 -4.23 2.20
H 2.62 -5.16 2.44
H 1.79 -4.27 1.16
H 2.81 -3.41 2.31
C 0.91 -4.04 3.12
N 0.18 -2.83 2.78
C -0.06 -1.91 3.88
H -0.86 -1.23 3.59
C 1.21 -1.08 4.13
N 1.63 -0.47 2.89
C 1.33 0.82 2.59
O 0.97 1.63 3.43
C 1.51 1.19 1.16
C 1.33 0.30 0.11
C 1.43 0.72 -1.20
C 1.69 2.06 -1.49
C 1.91 2.95 -0.44
C 1.81 2.52 0.86
H 1.95 3.21 1.68
H 2.14 3.98 -0.66
N 1.72 2.52 -2.81
C 0.98 2.13 -3.89
O 1.33 2.39 -5.02
N -0.17 1.42 -3.65
C -0.97 1.42 -2.49
C -1.16 2.57 -1.77
C -1.92 2.56 -0.59
C -2.50 1.41 -0.15
C -2.35 0.21 -0.89
C -2.96 -0.99 -0.46
C -2.79 -2.15 -1.17
C -2.00 -2.16 -2.33
C -1.41 -1.01 -2.77
C -1.58 0.20 -2.07
H -0.80 -1.03 -3.66
H -1.87 -3.08 -2.87
H -3.26 -3.07 -0.84
H -3.56 -0.98 0.43
H -3.08 1.39 0.76
H -2.04 3.48 -0.04
H -0.72 3.50 -2.11
H -0.59 1.04 -4.49
H 2.41 3.23 -3.03
H 1.31 0.01 -2.01
H 1.08 -0.74 0.29
H 1.77 -1.13 2.15
H 1.01 -0.28 4.85
H 2.02 -1.71 4.51
H -0.35 -2.42 4.81
C -0.95 -3.03 1.90
C -2.20 -3.64 2.54
H -2.98 -3.77 1.79
H -2.58 -2.99 3.33
H -1.98 -4.61 2.98
H -1.21 -2.06 1.46
H -0.62 -3.67 1.08
H 1.26 -3.97 4.16
H 0.26 -4.93 3.06
*
```



Entry 2:
The following is a DFT calculation (ωB97M-V/def2-TZVPD) of an isolated molecule of C18H23Br4F3N2O3.

The HOMO energy is -8.765 eV.

```
! RIJCOSX wB97M-V def2-TZVPD def2/J DEFGRID3
* xyz 0 1
C -5.54 1.24 1.01
C -5.44 -0.10 0.07
C -4.42 -1.26 0.63
C -2.94 -0.71 1.06
C -2.06 -0.11 -0.23
C -0.63 0.38 0.40
C -0.63 2.01 0.03
O -1.38 2.65 1.12
C -1.98 3.90 0.59
N -2.79 4.77 0.06
C 1.00 2.22 0.33
C 1.41 3.70 0.88
O 1.53 4.04 2.19
O 1.67 4.75 -0.17
N 1.74 1.08 0.06
C 3.25 1.03 0.29
Br 4.29 0.85 -1.45
C 3.69 -0.14 1.40
C 5.18 0.37 1.97
Br 2.48 -0.08 3.04
C 0.77 0.05 -0.47
C 0.98 -1.54 -0.13
C 2.09 -2.31 -1.06
C 1.66 -2.54 -2.62
F 0.31 -3.20 -2.72
Br 1.81 -0.90 -3.78
C 2.72 -3.65 -3.27
F 3.97 -3.79 -2.49
F 2.11 -4.98 -3.51
Br 3.31 -2.92 -5.09
H -4.54 1.55 1.53
H -6.39 1.16 1.84
H -5.87 2.14 0.31
H -6.53 -0.59 0.06
H -5.23 0.21 -1.06
H -4.38 -2.19 -0.12
H -4.92 -1.70 1.62
H -2.94 0.12 1.89
H -2.30 -1.62 1.50
H -2.59 0.84 -0.66
H -1.95 -0.95 -1.03
H -0.52 0.13 1.56
H -0.87 2.28 -1.09
H 3.66 2.05 0.77
H 3.78 -1.20 0.93
H 5.58 -0.30 2.85
H 5.00 1.45 2.43
H 5.92 0.44 1.06
H 0.44 0.40 -1.54
H -0.07 -2.06 -0.36
H 1.21 -1.77 0.99
H 3.16 -1.83 -1.06
H 2.21 -3.40 -0.58
*
```



Entry 3:
The following is a DFT calculation (ωB97M-V/def2-TZVPD) of a cluster of 3 separate species, C3H10NO4Si in total.

The HOMO energy (alpha / beta) is -10.712 / -14.557 eV. Its expectation value of S² is 2.011.

```
! RIJCOSX wB97M-V def2-TZVPD def2/J DEFGRID3
* xyz 1 3
C -3.45 1.11 0.62
C -2.27 0.42 0.43
C -2.26 -0.96 0.00
N -1.22 -1.65 0.28
O 2.73 1.72 -0.77
O 3.05 -1.58 -0.55
O 2.38 0.64 1.36
O 0.35 0.05 -0.25
Si 1.79 0.64 -0.05
H -3.55 2.04 1.16
H -4.50 0.60 0.55
H -1.29 0.81 0.60
H -3.03 -1.35 -0.65
H 3.27 -1.42 -1.50
H -0.53 -1.02 0.77
H -1.00 -2.62 -0.04
H 2.54 2.21 -1.59
H 3.50 -2.35 -0.18
H 3.23 0.97 1.50
*
```



Entry 4:
The following is a DFT calculation (ωB97M-V/def2-TZVPD) of a cluster of 2 separate species, C9H14N4 in total.

The HOMO energy is -8.066 eV. Its structure (SMILES) is CCc1c[nH]cn1.Cc1c[nH]cn1. The relative energy (zero: lowest compared OMol25 entry of this formula, charge and spin) comes out at 231.1 kJ/mol.

```
! RIJCOSX wB97M-V def2-TZVPD def2/J DEFGRID3
* xyz 0 1
C 1.10 -0.15 1.37
C 1.04 0.05 2.86
C 0.78 1.26 0.76
C 1.59 2.13 0.13
C -0.50 3.01 0.40
N -0.55 1.74 0.90
N 0.78 3.31 0.04
H 2.02 -0.76 1.11
H 0.34 -0.79 1.13
H -0.03 -0.22 3.14
H 2.57 2.11 -0.31
H -1.25 3.73 0.34
H 1.14 3.90 -0.81
H 1.37 1.06 3.10
H 1.93 -0.39 3.25
C 0.05 -3.17 -1.86
C -0.99 -0.95 -2.06
C -0.87 -2.11 -1.37
C -2.12 -0.77 -0.22
N -1.79 -0.07 -1.37
N -1.70 -2.09 -0.26
H -0.63 -0.74 -3.10
H -2.23 0.81 -1.67
H 1.05 -2.86 -2.25
H -0.53 -3.84 -2.75
H -2.67 -0.34 0.61
H 0.11 -3.86 -1.12
*
```



Entry 5:
The following is a DFT calculation (ωB97M-V/def2-TZVPD) of a structure of composition C7H9F6N3O9PdS3.

The HOMO energy is -9.530 eV. The relative energy (zero: lowest compared OMol25 entry of this formula, charge and spin) comes out at 19.8 kJ/mol.

```
! RIJCOSX wB97M-V def2-TZVPD def2/J DEFGRID3
* xyz 0 1
Pd -0.31 -1.22 0.04
O -1.40 2.62 1.41
C -0.76 1.69 0.71
O -0.57 0.58 1.15
C -0.25 2.23 -0.61
O 0.34 1.23 -1.39
C -0.33 0.88 -2.57
C -1.49 -0.10 -2.40
O -2.14 -0.38 -3.40
O -1.73 -0.59 -1.22
H -1.64 2.23 2.27
H 0.52 2.96 -0.34
H -1.06 2.76 -1.11
H 0.42 0.40 -3.20
H -0.70 1.75 -3.11
F 5.17 -1.29 -1.76
C 4.73 -0.19 -1.17
F 5.61 0.21 -0.26
F 4.60 0.77 -2.09
S 3.07 -0.45 -0.41
O 2.75 0.78 0.23
O 2.24 -0.92 -1.49
N 3.48 -1.60 0.60
S 2.48 -2.40 1.48
O 1.06 -2.00 1.39
O 2.94 -2.61 2.80
C 2.56 -4.07 0.69
F 2.26 -4.00 -0.61
F 1.71 -4.90 1.29
F 3.79 -4.55 0.80
N 0.08 -2.64 -2.90
C -0.97 -3.11 -2.24
N -2.07 -3.43 -2.90
S -0.90 -3.37 -0.53
H -0.03 -2.28 -3.84
H 0.90 -2.35 -2.38
H -2.21 -3.07 -3.83
H -2.90 -3.56 -2.34
*
```



Entry 6:
The following is a DFT calculation (ωB97M-V/def2-TZVPD) of a structure of composition C35H33GeMnN9O3.

The HOMO energy (alpha / beta) is 0.452 / -2.708 eV. Its expectation value of S² is 8.853. The relative energy (zero: lowest compared OMol25 entry of this formula, charge and spin) comes out at 0.0 kJ/mol.

```
! RIJCOSX wB97M-V def2-TZVPD def2/J DEFGRID3
* xyz -2 6
Mn 0.28 0.86 0.00
C 4.58 -1.70 0.01
C 3.68 -0.93 -0.65
N 2.33 -1.13 -0.49
C 1.96 -2.01 0.53
C 2.93 -2.73 1.16
N 4.26 -2.68 0.90
C 0.56 -2.03 1.00
C -0.03 -3.21 1.38
C -1.30 -3.22 2.05
C -1.82 -1.93 2.33
C -1.21 -0.78 1.86
N -0.06 -0.83 1.14
C -1.73 0.57 2.04
C -2.90 0.89 2.71
N -3.35 2.13 2.93
C -2.51 3.11 2.45
C -1.37 2.84 1.75
N -0.95 1.58 1.49
C -1.96 -4.43 2.40
C -3.23 -4.46 3.06
C -3.82 -5.66 3.38
N -3.32 -6.88 3.13
C -2.12 -6.86 2.51
C -1.43 -5.73 2.14
H 5.64 -1.52 -0.16
H 3.97 -0.12 -1.30
H 2.62 -3.39 1.97
H 0.51 -4.13 1.19
H -2.73 -1.83 2.92
H -3.52 0.09 3.10
H -2.79 4.14 2.64
H -0.75 3.64 1.36
H -3.75 -3.55 3.31
H -4.79 -5.64 3.88
H -1.69 -7.83 2.29
H -0.48 -5.86 1.64
O 0.32 2.60 -0.89
C -0.66 3.28 -1.36
C -0.43 4.65 -1.66
C -1.42 5.47 -2.16
C -2.71 4.97 -2.39
C -2.96 3.64 -2.11
C -1.97 2.79 -1.60
C -2.29 1.38 -1.37
N -1.44 0.42 -1.05
C -2.16 -0.76 -1.00
C -3.46 -0.50 -1.29
N -3.53 0.86 -1.53
H 0.57 5.02 -1.48
H -1.20 6.51 -2.37
H -3.49 5.61 -2.78
H -3.95 3.26 -2.31
H -1.70 -1.69 -0.72
H -4.33 -1.14 -1.32
H -4.37 1.39 -1.65
O 3.19 2.25 -0.75
C 2.97 2.13 0.44
C 3.86 2.77 1.51
C 3.37 2.14 2.80
C 2.13 1.36 2.38
O 1.43 0.76 3.18
N 1.96 1.41 1.01
H 3.68 3.85 1.46
H 4.90 2.60 1.26
H 3.11 2.84 3.59
H 4.09 1.43 3.21
C 0.34 1.07 -3.88
Ge 1.82 0.05 -3.09
C 3.48 0.96 -3.58
C 1.91 -1.69 -4.04
C 1.34 -0.42 -1.24
H 0.46 1.13 -4.96
H 0.34 2.08 -3.46
H -0.61 0.60 -3.64
H 3.41 1.17 -4.65
H 4.34 0.31 -3.42
H 3.62 1.89 -3.03
H 2.20 -1.56 -5.09
H 0.95 -2.20 -4.00
H 2.66 -2.32 -3.55
H 0.52 -1.13 -1.42
*
```



So what do the calculations give for maximum force? Going down the list: 0.68, 11.68, 6.79, 4.88, 0.42, 0.50 eV Å⁻¹.